[1]
Molecular formula: C4H15NO3
Method: DFT, ωB97M-V/def2-TZVPD

```
23
Properties=species:S:1:pos:R:3:forces:R:3:mulliken_charge:R:1
C 0.3029 2.1481 -0.0155 0.701 1.768 -0.449 -1.15
C 0.1162 0.8348 -0.1256 -2.313 0.278 -0.729 0.73
C -1.1628 0.3892 -0.8212 1.022 -1.143 0.313 -1.42
N 0.8362 -0.1954 0.4484 1.519 0.940 0.006 -0.20
C 1.2743 -1.3518 -0.3659 -2.123 -1.014 1.049 -0.83
H -0.3533 2.8877 -0.4637 -0.739 -0.690 -0.103 0.26
H 1.1299 2.7803 0.3031 0.573 -1.099 0.649 0.32
H -1.7249 -0.2817 -0.1870 -0.381 0.054 0.658 0.30
H -0.8678 -0.3368 -1.5861 -0.270 0.572 -0.630 0.37
H -1.7968 1.1985 -1.1453 0.057 0.101 -0.359 0.40
H 1.6652 0.2757 0.7895 0.182 -0.378 0.451 0.29
H 0.8318 -1.3845 -1.3562 0.987 0.677 -0.527 0.26
H 0.7380 -2.2142 0.0476 0.501 -0.228 0.291 0.32
H 2.3296 -1.5154 -0.2192 0.255 0.059 -0.648 0.34
O -1.3332 0.4786 3.1565 -0.191 -0.563 1.323 -0.64
H -0.4695 0.7654 2.8659 -0.184 0.186 -0.796 0.32
H -2.0239 0.5338 2.5011 0.363 0.321 -0.601 0.31
O -1.3581 -2.9290 1.4571 0.070 0.280 -0.246 -0.63
H -1.0020 -2.0318 1.5038 -0.031 -0.003 0.061 0.32
H -1.1695 -3.2920 2.3224 -0.004 -0.133 0.244 0.31
O 1.3967 0.6735 -3.2289 -0.146 1.393 0.588 -0.62
H 0.6597 1.1312 -2.7939 -0.631 -0.810 -0.079 0.30
H 1.9811 1.4356 -3.0870 0.782 -0.569 -0.466 0.33
```
Forces are in eV/Å.

DFT total energy = -12022.4066 eV
E_HOMO = -8.7 eV
Molar mass = 125.17 g mol⁻¹
SMILES = C=C(C)NC.O.O.O
Frontier orbital gap = 9.327 eV
Relative energy (zero: lowest compared OMol25 entry of this formula, charge and spin) = 41.78 kcal per mole

---

[2]
Molecular formula: C4H15NO3
Method: DFT, ωB97M-V/def2-TZVPD

```
23
Properties=species:S:1:pos:R:3:forces:R:3:mulliken_charge:R:1
C 0.9142 1.6664 -2.2910 -0.619 0.744 -0.810 -0.31
N 0.2778 1.0214 -3.4504 0.436 -0.949 0.044 -0.62
C -2.1315 -0.1564 3.6262 2.567 -0.570 -0.887 -0.35
C 0.4665 0.0673 3.6573 -1.690 -0.472 0.361 -0.30
C -0.8718 0.4144 3.5129 -1.017 2.498 -0.131 -0.07
H 0.4397 2.6699 -2.2566 0.322 -0.271 0.463 0.23
H 1.9942 1.8383 -2.4076 -0.332 -0.372 0.093 0.26
H 0.6629 1.1287 -1.3681 0.367 0.180 -0.132 -0.02
H 0.9391 0.4992 -4.0389 -0.086 0.503 0.442 0.27
H -2.9483 0.5240 3.4725 -0.528 -0.353 0.238 0.27
H -2.1597 -1.2268 3.6303 -0.854 -0.495 0.436 0.31
H 1.1363 0.9110 3.6596 0.534 -0.320 -0.298 0.26
H 0.7485 -0.9341 3.9538 0.367 0.019 -0.170 0.27
H -1.0322 1.4806 3.2876 0.625 -0.268 0.147 0.20
H -0.7724 -0.4987 1.2356 -0.148 -0.075 0.225 0.31
H -0.3359 0.2653 -3.0716 -0.018 0.287 -0.133 0.38
O -0.2094 -0.0626 0.5978 -0.155 -0.091 0.528 -0.58
H 0.9035 -1.3347 -1.8043 0.274 -0.304 -0.476 0.40
H -0.4463 -0.5486 -0.2195 0.124 -0.006 -1.032 0.30
O 1.8966 -1.3640 -1.8739 0.139 0.025 0.257 -0.66
H -1.4570 -1.5812 -2.4138 0.257 -0.002 0.133 0.13
H 2.1593 -2.2550 -1.6266 -0.131 0.072 -0.034 0.26
O -0.7016 -1.1047 -2.0477 -0.434 0.220 0.738 -0.94
```
Forces are in eV/Å.

DFT total energy = -12016.7680 eV
E_HOMO = -7.0 eV
Molar mass = 125.17 g mol⁻¹
Frontier orbital gap = 2.303 eV
Relative energy (zero: lowest compared OMol25 entry of this formula, charge and spin) = 171.81 kcal per mole

---

[3]
Molecular formula: C4H15NO5
Method: DFT, ωB97M-V/def2-TZVPD

```
25
Properties=species:S:1:pos:R:3:forces:R:3:mulliken_charge:R:1
C -0.7052 1.6034 -0.3862 0.034 -0.260 0.159 -0.83
C -0.9309 0.0855 -0.4212 0.817 -0.278 0.282 -0.37
C 0.4347 -0.6472 -0.4824 -0.991 0.052 -0.581 -0.04
O 0.3138 -2.0174 -0.5485 0.022 -0.325 0.609 -0.87
N -0.1148 2.0212 0.9011 -1.120 0.115 0.425 -0.17
C -1.2481 2.2430 1.9788 0.772 0.989 -0.159 -0.36
O -1.5955 3.5379 2.0543 -0.035 -0.169 -0.136 -0.93
H -1.6419 2.1384 -0.6036 -0.021 0.101 0.079 0.31
H 0.0180 1.8677 -1.1643 -0.064 -0.007 -0.232 0.43
H -1.4041 -0.2289 0.5108 -0.240 0.029 0.028 0.18
H -1.5338 -0.3030 -1.2492 -0.089 0.399 -0.046 0.32
H 0.8970 -0.2191 -1.4006 0.442 -0.107 0.153 0.18
H 0.9592 -0.2630 0.3965 0.509 -0.151 0.036 -0.22
H 0.0495 3.0218 0.8445 0.417 0.138 -0.372 0.20
H -0.7309 1.9178 2.9110 -0.427 -0.541 0.019 0.21
H -2.0947 1.5960 1.6745 0.176 -0.426 0.238 0.17
H 2.5099 1.2252 1.2308 0.508 0.852 -0.597 0.36
H 2.8257 -0.0318 1.6496 1.082 -0.450 -0.243 0.34
O 3.3439 0.7097 1.2756 -1.762 -0.287 0.779 -0.73
H 1.2069 -2.7000 -1.3245 -0.085 1.010 -0.848 0.45
H 2.0684 -2.5180 -2.8421 -0.311 0.301 0.485 0.21
O 1.7776 -3.1353 -2.1664 0.314 -1.010 0.047 -0.81
H -1.1472 -3.1221 -2.0730 -0.065 0.121 0.098 0.35
H -1.6166 -2.8853 -0.7129 0.177 0.270 -0.207 0.34
O -1.9798 -3.1503 -1.5769 -0.060 -0.367 -0.015 -0.71
```
Forces are in eV/Å.

DFT total energy = -16116.8424 eV
E_HOMO = -0.4 eV
Molar mass = 157.17 g mol⁻¹
Net charge = -2
Frontier orbital gap = 6.651 eV
Relative energy (zero: lowest compared OMol25 entry of this formula, charge and spin) = 0.00 kcal per mole

---

[4]
Molecular formula: C4H16BBaN5O11
Method: DFT, ωB97M-V/def2-TZVPD

```
38
Properties=species:S:1:pos:R:3:forces:R:3:mulliken_charge:R:1
Ba 0.1099 3.6969 -3.0948 -0.424 -1.046 1.856 1.67
B -1.4469 4.7169 -0.9820 -0.378 -0.228 0.726 -0.06
H -0.9393 5.4881 -1.7495 0.284 0.628 -0.746 -0.34
H -2.0296 3.8199 -1.5423 -0.236 -0.315 -0.863 -0.15
H -0.5858 4.1512 -0.3612 0.632 -0.104 0.054 -0.05
H -2.2148 5.2738 -0.2512 0.048 0.116 -0.031 -0.15
N 0.1790 1.1748 -0.9643 0.533 -0.043 -0.601 1.22
O 1.1540 1.9742 -1.0021 -0.120 0.446 -0.255 -0.77
O 0.0131 0.4189 -0.0317 -0.193 0.056 0.048 -0.49
O -0.5765 1.1468 -1.9862 -0.177 0.447 -0.198 -0.78
C -3.2098 -0.6497 -1.6698 0.279 0.164 -0.237 -0.30
N -4.2935 -1.6471 -1.8800 -0.230 0.072 0.127 0.93
O -4.2390 -2.3168 -2.8927 -0.032 0.080 0.133 -0.54
O -5.1403 -1.7503 -1.0132 0.180 0.019 -0.163 -0.54
H -2.7926 -0.4022 -2.6376 0.077 -0.137 -0.006 0.27
H -2.4616 -1.1330 -1.0498 0.033 0.048 -0.011 -0.11
H -3.5696 0.2481 -1.1811 -0.290 -0.173 0.149 0.29
C 2.6819 -1.0296 -1.3226 -0.415 0.541 0.080 -0.62
N 3.6245 -1.9010 -2.0560 0.455 0.245 0.190 0.95
O 3.2454 -3.0077 -2.3549 -0.125 -0.315 -0.100 -0.55
O 4.7266 -1.4442 -2.3070 -0.202 -0.103 0.002 -0.56
H 1.7026 -1.1453 -1.7813 0.043 -0.046 -0.002 0.21
H 3.0408 -0.0097 -1.3943 0.006 0.002 -0.038 0.28
H 2.6110 -1.3059 -0.2730 0.191 -0.316 -0.059 0.26
C 1.2534 0.5832 3.5332 -0.283 -0.383 -0.680 -0.54
N 2.6010 0.6103 4.1482 0.085 0.482 0.276 0.90
O 2.7726 1.3424 5.1110 0.028 -0.359 -0.388 -0.55
O 3.4417 -0.1039 3.6400 -0.132 0.218 0.206 -0.53
H 1.3346 0.8887 2.4899 0.225 -0.008 0.061 0.19
H 0.5409 1.2207 4.0378 0.224 0.022 0.384 0.33
H 0.9649 -0.4652 3.5254 -0.123 0.055 0.072 0.17
C -0.9322 -2.3768 1.1440 -0.058 -0.220 -0.207 -0.67
N 0.3623 -2.9737 1.5755 0.313 0.782 -0.156 0.91
O 0.3782 -4.1497 1.8202 0.087 -0.527 0.091 -0.55
O 1.3216 -2.2182 1.6649 -0.345 -0.269 -0.060 -0.51
H -0.8513 -2.0529 0.1104 0.342 0.036 0.035 0.12
H -1.1061 -1.5058 1.7641 -0.165 -0.027 0.073 0.28
H -1.6714 -3.1663 1.2138 -0.143 0.161 0.240 0.37
```
Forces are in eV/Å.

DFT total energy = -35735.6435 eV
E_HOMO = -10.8 eV
Molar mass = 458.34 g mol⁻¹
Frontier orbital gap = 8.650 eV
Relative energy (zero: lowest compared OMol25 entry of this formula, charge and spin) = 0.00 kcal per mole

---

[5]
Molecular formula: C4H16BrCdO4
Method: DFT, ωB97M-V/def2-TZVPD

```
26
Properties=species:S:1:pos:R:3:forces:R:3:mulliken_charge:R:1
Cd 1.7764 -0.1606 5.9896 -0.542 0.479 -1.535 1.02
Br 0.5518 0.8951 2.6720 0.535 -0.475 1.493 -0.06
C -0.7050 1.6566 -2.6462 -0.721 0.243 -0.085 -0.83
C 0.3675 2.7097 -2.6535 0.492 0.858 -0.037 -0.29
O 0.4118 3.4173 -1.4287 -0.154 0.521 0.590 -0.48
H -0.5603 0.9895 -3.4959 -0.294 -0.279 0.271 0.29
H -1.6646 2.1687 -2.7162 -0.075 0.131 -0.673 0.27
H -0.9024 1.1783 -1.6868 0.991 -0.597 0.018 0.26
H 0.1274 3.4578 -3.4089 -0.259 0.084 0.007 0.23
H 1.3879 2.4476 -2.9330 -0.019 -0.864 0.098 0.33
H 0.9864 2.9755 -0.7992 0.054 -0.132 -0.165 0.25
C -1.1609 -3.6942 -0.5081 1.690 -1.307 0.932 -1.08
C 0.1571 -4.4374 0.0291 -2.401 -0.476 -1.267 -0.19
O 1.0484 -3.5514 0.6633 0.502 -0.328 -0.098 -0.49
H -1.8706 -4.3384 -1.0272 0.320 -0.283 -0.028 0.35
H -0.8611 -2.9066 -1.1994 -0.242 0.328 0.408 0.29
H -1.6516 -3.4301 0.4287 -0.243 0.895 -0.304 0.31
H 0.5867 -5.0607 -0.7551 0.891 0.959 -0.493 0.29
H -0.1641 -5.2793 0.6425 -0.201 0.404 1.042 0.24
H 0.6113 -2.7366 0.9215 -0.328 -0.161 -0.175 0.29
O -3.7395 0.4952 2.8119 -0.062 -0.187 0.038 -0.60
H -3.7695 1.4382 2.9732 -0.123 0.288 0.014 0.32
H -2.8059 0.2855 2.7870 0.201 -0.090 -0.055 0.28
O 4.0992 4.0539 2.0589 0.032 -0.005 0.271 -0.61
H 3.2814 3.5573 2.0878 -0.223 -0.041 -0.013 0.29
H 4.4620 3.8689 1.1927 0.179 0.033 -0.254 0.33
```
Forces are in eV/Å.

DFT total energy = -87191.3424 eV
E_HOMO = -12.3 eV
Molar mass = 320.48 g mol⁻¹
Net charge = +1
Frontier orbital gap = 2.219 eV
Relative energy (zero: lowest compared OMol25 entry of this formula, charge and spin) = 71.83 kcal per mole

---

[6]
Molecular formula: C4H16CsF2NO8S2
Method: DFT, ωB97M-V/def2-TZVPD

```
34
Properties=species:S:1:pos:R:3:forces:R:3:mulliken_charge:R:1
Cs -1.4652 4.6928 1.8429 0.248 -0.521 -0.057 1.04
N -0.0327 0.4627 0.3573 -0.094 3.933 -3.821 -0.09
S 0.6440 0.7843 1.6561 1.488 -1.619 7.617 0.94
O 0.2226 1.9839 2.3850 0.688 -0.103 -1.408 -0.66
O 2.0104 0.3498 1.7788 -1.085 0.831 -0.181 -0.51
F -0.2037 -0.2953 2.4749 0.410 -0.298 0.095 -0.30
S 0.4835 1.8321 -0.5138 2.084 -3.239 -6.072 0.76
O 1.9139 1.8326 -0.8948 -3.308 0.416 2.028 -0.54
O -0.2135 3.0575 -0.3218 -0.315 0.394 0.832 -0.55
F -0.1635 1.2446 -1.8937 0.172 0.826 1.345 -0.25
C 4.8433 1.2974 2.9951 -1.006 1.737 -0.180 -0.37
O 5.5257 0.7991 4.1125 0.582 -1.227 0.073 -0.53
H 4.8367 0.7484 2.0534 0.802 -0.756 0.474 0.24
H 3.7747 1.4421 3.1543 -0.079 -0.045 0.378 0.08
H 5.2572 2.2848 2.7909 -0.006 0.215 -0.388 0.30
H 5.1108 1.0547 4.9397 -0.235 0.090 -0.327 0.30
C -3.1037 -1.4249 0.4539 -0.803 -0.454 0.720 -0.35
O -2.8448 -0.1531 1.0007 0.268 0.491 -0.118 -0.56
H -3.4015 -1.3905 -0.5940 0.316 -0.007 -0.160 0.22
H -2.2522 -2.0826 0.6286 -0.196 -0.126 -0.343 0.01
H -3.9546 -1.8000 1.0226 -0.092 -0.310 -0.097 0.27
H -1.8983 -0.0412 0.8852 -0.028 0.476 0.028 0.40
C -2.6301 0.2312 -4.6125 -1.205 1.876 -0.462 -0.45
O -2.1310 -0.8841 -5.2128 1.198 -2.728 0.087 -0.51
H -2.1696 1.0532 -5.1605 -0.392 0.872 0.484 0.25
H -3.7159 0.2447 -4.7068 -0.310 0.408 -0.203 0.26
H -2.4898 0.3620 -3.5395 0.817 -0.683 -0.072 0.14
H -2.4779 -1.0014 -6.1002 -0.097 0.243 0.171 0.31
C 0.1699 -3.1283 -0.1089 -0.461 0.170 -0.493 -0.70
O -0.2722 -1.9369 -0.7766 0.137 -1.287 0.003 -0.43
H -0.2580 -3.3082 0.8773 -0.217 0.442 0.244 0.29
H -0.2003 -3.9515 -0.7199 0.213 -0.024 -0.114 0.27
H 1.2507 -3.2200 -0.0011 0.132 0.248 -0.196 0.26
H -0.1649 -1.1397 -0.2525 0.375 -0.240 0.113 0.47
```
Forces are in eV/Å.

DFT total energy = -49927.5578 eV
E_HOMO = -9.5 eV
Molar mass = 441.21 g mol⁻¹
Frontier orbital gap = 8.277 eV

---

Computed LUMO level, in the same sequence as the records: 0.6; -4.7; 6.2; -2.1; -10.1; -1.2 eV.